{"formula": "C14H54N18O13", "method": "wB97M-V/def2-TZVPD", "symbols": ["C", "C", "O", "H", "H", "H", "H", "H", "H", "C", "O", "N", "N", "H", "H", "H", "H", "C", "O", "N", "N", "H", "H", "H", "H", "C", "O", "N", "N", "H", "H", "H", "H", "C", "O", "N", "N", "H", "H", "H", "H", "C", "O", "N", "N", "H", "H", "H", "H", "C", "O", "N", "N", "H", "H", "H", "H", "C", "O", "N", "N", "H", "H", "H", "H", "C", "O", "N", "N", "H", "H", "H", "H", "C", "O", "N", "N", "H", "H", "H", "H", "C", "O", "H", "H", "H", "H", "C", "O", "H", "H", "H", "H", "C", "O", "H", "H", "H", "H"], "xyz": [[-2.036, 12.222, -12.537], [-1.861, 12.001, -11.043], [-2.805, 11.143, -10.505], [-2.885, 12.625, -12.875], [-1.817, 11.285, -13.111], [-1.293, 12.876, -12.862], [-2.074, 13.008, -10.603], [-0.850, 11.639, -10.781], [-2.932, 11.325, -9.519], [-1.070, 13.713, -18.994], [-1.031, 14.604, -20.095], [-1.102, 12.426, -19.179], [-0.834, 14.012, -17.742], [-1.393, 12.119, -20.100], [-1.525, 11.860, -18.411], [-0.474, 14.973, -17.708], [-0.768, 13.393, -16.885], [0.919, 14.122, -11.193], [0.533, 14.232, -9.869], [1.709, 13.266, -11.676], [0.479, 14.901, -12.216], [2.247, 12.680, -11.050], [1.666, 12.887, -12.677], [-0.219, 15.617, -12.000], [0.880, 14.766, -13.132], [3.726, 14.542, -15.973], [4.930, 14.166, -15.571], [3.480, 14.864, -17.178], [2.738, 14.911, -15.227], [4.254, 14.825, -17.800], [2.645, 15.361, -17.423], [3.074, 15.047, -14.194], [1.852, 15.285, -15.554], [2.749, 8.397, -15.163], [2.539, 7.776, -13.936], [3.438, 7.845, -16.101], [2.241, 9.548, -15.420], [3.749, 6.835, -16.055], [4.068, 8.445, -16.685], [1.721, 10.131, -14.750], [2.671, 10.116, -16.257], [2.116, 11.648, -17.797], [3.301, 11.204, -17.324], [1.390, 10.909, -18.603], [1.722, 12.867, -17.650], [1.780, 10.100, -19.037], [0.529, 11.337, -18.932], [2.434, 13.518, -17.242], [0.805, 13.321, -17.766], [0.860, 12.162, -14.431], [-0.118, 12.805, -15.116], [2.028, 12.632, -14.139], [0.706, 11.001, -13.858], [2.258, 13.614, -14.531], [2.744, 12.144, -13.661], [-0.088, 10.479, -14.271], [1.180, 10.648, -12.899], [4.443, 14.782, -12.208], [4.610, 13.485, -11.524], [3.306, 15.213, -12.687], [5.476, 15.606, -12.358], [2.586, 14.490, -12.379], [3.095, 16.192, -12.410], [6.321, 15.355, -11.830], [5.378, 16.563, -12.768], [-1.306, 9.903, -16.530], [-2.127, 10.715, -17.352], [-1.567, 9.368, -15.347], [-0.138, 9.584, -16.833], [-0.958, 8.643, -14.928], [-2.554, 9.479, -15.105], [0.244, 10.183, -17.657], [0.698, 9.457, -16.197], [-2.348, 7.649, -11.220], [-1.850, 6.480, -11.750], [-2.462, 8.787, -11.897], [-2.833, 7.641, -9.923], [-2.118, 8.964, -12.829], [-2.545, 9.638, -11.475], [-2.872, 6.717, -9.339], [-3.566, 8.294, -9.676], [1.081, 8.884, -11.524], [1.388, 10.232, -11.450], [1.951, 8.324, -11.266], [0.788, 8.667, -12.493], [0.300, 8.612, -10.936], [1.936, 10.391, -10.695], [4.888, 11.172, -13.936], [4.126, 11.222, -12.717], [5.883, 11.738, -13.893], [4.341, 11.464, -14.829], [5.260, 10.158, -14.063], [4.545, 11.951, -12.147], [-3.632, 13.349, -15.619], [-4.085, 13.576, -16.940], [-2.704, 12.687, -15.502], [-4.508, 12.930, -15.118], [-3.460, 14.305, -15.134], [-4.156, 12.727, -17.396]], "e_lumo_ev": -0.5070, "relative_energy_kcal_mol": 59.7, "e_tot_ev": -68828.080}

{"formula": "C14H54N20O15", "method": "wB97M-V/def2-TZVPD", "symbols": ["C", "C", "O", "O", "H", "H", "H", "H", "H", "H", "C", "C", "O", "O", "H", "H", "H", "H", "H", "H", "C", "O", "N", "N", "H", "H", "H", "H", "C", "O", "N", "N", "H", "H", "H", "H", "C", "O", "N", "N", "H", "H", "H", "H", "C", "O", "N", "N", "H", "H", "H", "H", "C", "O", "N", "N", "H", "H", "H", "H", "C", "O", "N", "N", "H", "H", "H", "H", "C", "O", "N", "N", "H", "H", "H", "H", "C", "O", "N", "N", "H", "H", "H", "H", "C", "O", "N", "N", "H", "H", "H", "H", "C", "O", "N", "N", "H", "H", "H", "H", "O", "H", "H"], "xyz": [[25.321, 28.523, 0.066], [26.407, 27.606, -0.479], [27.718, 28.110, -0.281], [25.466, 29.842, -0.432], [25.421, 28.565, 1.156], [24.310, 28.246, -0.232], [26.240, 27.414, -1.543], [26.189, 26.648, 0.007], [28.328, 27.369, -0.383], [26.181, 30.287, 0.029], [32.558, 30.528, 3.802], [31.514, 29.686, 4.541], [32.043, 29.185, 5.779], [33.652, 29.711, 3.260], [32.992, 31.245, 4.494], [32.255, 30.919, 2.832], [31.299, 28.811, 3.925], [30.685, 30.372, 4.712], [31.286, 29.057, 6.359], [33.261, 28.996, 2.747], [24.096, 26.901, 3.452], [24.883, 26.307, 2.715], [24.380, 28.070, 4.094], [22.893, 26.412, 3.831], [23.684, 28.581, 4.602], [25.231, 28.592, 3.903], [22.293, 26.979, 4.394], [22.597, 25.522, 3.469], [27.349, 25.796, 6.583], [27.002, 26.107, 7.726], [26.746, 26.145, 5.408], [28.298, 24.846, 6.379], [26.883, 25.513, 4.643], [26.037, 26.857, 5.447], [28.602, 24.353, 7.200], [28.589, 24.632, 5.443], [28.922, 25.666, 2.753], [30.026, 25.130, 2.948], [28.726, 26.985, 2.938], [27.795, 25.030, 2.403], [27.976, 27.364, 2.382], [29.578, 27.451, 3.200], [26.954, 25.535, 2.631], [27.784, 24.034, 2.240], [24.083, 23.029, 0.613], [24.226, 22.272, 1.579], [24.494, 24.309, 0.598], [23.735, 22.564, -0.612], [24.556, 24.886, 1.428], [24.581, 24.739, -0.304], [23.418, 21.615, -0.699], [23.475, 23.195, -1.347], [31.041, 21.589, 3.671], [30.132, 21.271, 2.908], [31.441, 22.888, 3.772], [31.765, 20.799, 4.528], [32.303, 23.130, 4.232], [30.948, 23.632, 3.286], [31.455, 19.852, 4.650], [32.405, 21.266, 5.135], [27.458, 30.121, 4.569], [26.951, 29.488, 3.642], [27.232, 31.439, 4.808], [28.276, 29.535, 5.490], [26.614, 32.006, 4.261], [27.535, 31.621, 5.748], [28.469, 28.548, 5.432], [28.657, 30.038, 6.270], [31.881, 23.883, -0.376], [31.494, 24.824, -1.070], [32.080, 23.972, 0.971], [32.298, 22.734, -0.950], [32.040, 24.864, 1.425], [32.444, 23.120, 1.355], [32.517, 21.948, -0.362], [32.274, 22.603, -1.942], [27.877, 22.421, -0.021], [27.650, 23.297, -0.859], [28.901, 22.457, 0.856], [27.229, 21.222, -0.039], [29.179, 21.692, 1.474], [29.514, 23.248, 0.731], [26.643, 20.936, -0.802], [27.572, 20.447, 0.500], [33.525, 25.914, 4.632], [34.130, 24.960, 4.153], [34.066, 26.959, 5.310], [32.209, 26.203, 4.383], [35.040, 26.950, 5.556], [33.458, 27.671, 5.675], [31.741, 26.771, 5.067], [31.609, 25.565, 3.887], [26.395, 22.337, 4.210], [25.885, 23.454, 4.417], [26.957, 21.683, 5.252], [26.314, 21.574, 3.106], [27.082, 22.215, 6.096], [27.160, 20.703, 5.277], [25.670, 21.828, 2.353], [26.849, 20.730, 3.052], [29.203, 29.830, 1.209], [28.722, 29.265, 0.567], [28.550, 30.468, 1.508]], "e_lumo_ev": -0.0857, "relative_energy_kcal_mol": 28.0, "e_tot_ev": -75918.399}

{"formula": "C14H56N28O14", "method": "wB97M-V/def2-TZVPD", "symbols": ["C", "O", "N", "N", "H", "H", "H", "H", "C", "O", "N", "N", "H", "H", "H", "H", "C", "O", "N", "N", "H", "H", "H", "H", "C", "O", "N", "N", "H", "H", "H", "H", "C", "O", "N", "N", "H", "H", "H", "H", "C", "O", "N", "N", "H", "H", "H", "H", "C", "O", "N", "N", "H", "H", "H", "H", "C", "O", "N", "N", "H", "H", "H", "H", "C", "O", "N", "N", "H", "H", "H", "H", "C", "O", "N", "N", "H", "H", "H", "H", "C", "O", "N", "N", "H", "H", "H", "H", "C", "O", "N", "N", "H", "H", "H", "H", "C", "O", "N", "N", "H", "H", "H", "H", "C", "O", "N", "N", "H", "H", "H", "H"], "xyz": [[-4.295, -11.781, -29.800], [-3.558, -11.371, -30.681], [-5.117, -11.007, -29.151], [-4.470, -13.050, -29.354], [-5.479, -11.233, -28.236], [-5.468, -10.252, -29.723], [-5.325, -13.141, -28.825], [-3.875, -13.792, -29.694], [-7.906, -1.261, -24.036], [-7.379, -2.298, -23.648], [-9.106, -0.967, -23.924], [-7.169, -0.327, -24.635], [-9.601, -1.439, -23.180], [-9.458, -0.083, -24.261], [-7.730, 0.382, -25.084], [-6.167, -0.389, -24.746], [-10.103, -13.867, -29.908], [-9.247, -14.021, -29.013], [-10.407, -14.764, -30.739], [-10.853, -12.810, -30.094], [-11.204, -14.498, -31.300], [-9.948, -15.661, -30.670], [-10.997, -12.759, -31.092], [-10.861, -12.022, -29.462], [-13.629, -15.286, -19.328], [-12.523, -14.924, -19.568], [-14.697, -14.655, -19.751], [-13.966, -16.274, -18.506], [-14.506, -13.755, -20.167], [-15.579, -15.056, -19.466], [-13.216, -16.772, -18.048], [-14.920, -16.580, -18.379], [-14.659, -4.738, -27.211], [-14.824, -3.595, -26.804], [-13.569, -5.448, -27.339], [-15.634, -5.426, -27.720], [-13.517, -6.457, -27.354], [-12.716, -5.026, -27.001], [-15.420, -6.020, -28.509], [-16.462, -4.871, -27.885], [-3.314, -9.383, -21.316], [-3.716, -8.191, -21.335], [-3.962, -10.406, -21.779], [-2.170, -9.721, -20.720], [-4.796, -10.094, -22.254], [-3.574, -11.337, -21.743], [-1.826, -10.668, -20.792], [-1.647, -9.004, -20.237], [-4.199, -4.613, -28.180], [-4.106, -5.021, -29.357], [-4.964, -5.235, -27.261], [-3.342, -3.782, -27.742], [-5.470, -6.091, -27.436], [-4.887, -4.952, -26.294], [-2.749, -3.237, -28.352], [-3.195, -3.485, -26.788], [-7.180, -4.312, -17.806], [-7.686, -3.883, -16.772], [-7.005, -5.570, -17.928], [-6.684, -3.586, -18.772], [-7.567, -6.076, -17.259], [-6.372, -5.944, -18.620], [-6.523, -3.945, -19.702], [-6.716, -2.614, -18.499], [-16.625, -8.256, -21.705], [-15.758, -8.883, -21.118], [-17.846, -8.652, -21.777], [-16.477, -7.169, -22.354], [-18.622, -8.096, -22.107], [-18.087, -9.511, -21.305], [-17.095, -6.992, -23.133], [-15.559, -6.749, -22.334], [-10.101, -9.213, -24.053], [-9.299, -9.592, -24.952], [-10.974, -10.114, -23.660], [-10.038, -8.045, -23.419], [-11.510, -10.026, -22.809], [-11.207, -10.916, -24.227], [-10.428, -7.881, -22.502], [-9.274, -7.431, -23.663], [-6.723, -15.587, -23.024], [-6.260, -15.637, -21.905], [-7.944, -15.330, -23.236], [-6.062, -15.316, -24.017], [-8.724, -15.203, -22.606], [-8.152, -15.403, -24.222], [-6.509, -15.235, -24.920], [-5.124, -15.685, -24.079], [-13.713, -2.309, -19.942], [-13.176, -3.386, -20.081], [-14.409, -1.751, -20.877], [-13.486, -1.427, -19.029], [-14.549, -0.756, -20.770], [-14.604, -2.233, -21.743], [-12.807, -1.605, -18.303], [-13.735, -0.466, -19.216], [-15.946, -11.194, -28.304], [-16.044, -10.375, -29.154], [-15.797, -10.984, -26.990], [-15.873, -12.457, -28.649], [-15.816, -11.817, -26.419], [-15.783, -10.061, -26.581], [-15.724, -12.504, -29.647], [-15.455, -12.936, -27.864], [-13.907, -17.462, -25.094], [-14.001, -16.221, -25.039], [-13.068, -17.975, -25.956], [-14.426, -18.336, -24.285], [-12.919, -18.970, -25.862], [-12.546, -17.309, -26.507], [-15.049, -18.029, -23.552], [-14.338, -19.343, -24.296]], "e_lumo_ev": -0.0965, "relative_energy_kcal_mol": 320.5, "e_tot_ev": -85818.610}

Sequential molecular weight output: 682.70, 742.71, 840.78 g/mol
Sequential HOMO energy output: -8.8599, -9.1434, -9.0906 eV
Sequential gap between HOMO and LUMO output: 8.3529, 9.0578, 8.9941 eV